1.
Entry from the Open Molecules 2025 dataset: 6 unconnected molecules or ions with the total composition C44H46FO24 (the ωB97M-V functional and the def2-TZVPD basis).

Computed properties:
Lowest unoccupied orbital energy = -0.0162 Ha
E_HOMO = -2.16 eV
Net charge = -1

Bonds (Å) are listed after each position.
Geometry (Å):
1 C -0.90933 -2.21119 -0.30651  C2 1.538, H20 1.104, H21 1.105, H22 1.102
2 C 0.19041 -1.49745 -1.11115  C1 1.538, C3 1.540, H23 1.107, H24 1.105
3 C -0.27331 -0.14947 -1.69366  C2 1.540, C4 1.543, H25 1.109, H26 1.105
4 C 0.77785 0.55855 -2.57420  C3 1.543, C5 1.531, H27 1.109, H28 1.120
5 C 1.68296 1.56305 -1.85559  C4 1.531, C6 1.501, C16 1.552
6 C 2.37086 1.01197 -0.64093  C5 1.501, O7 1.454, H29 1.110, H30 1.127
7 O 1.47198 0.89683 0.49603  C6 1.454, C8 1.407
8 C 1.94614 0.01501 1.48420  O7 1.407, C9 1.544, H31 1.113, H32 1.101
9 C 3.19329 0.51512 2.24377  C8 1.544, O10 1.420, H33 1.102, H34 1.104
10 O 3.95020 -0.58153 2.73544  C9 1.420, C11 1.412
11 C 4.91111 -1.05478 1.81573  O10 1.412, C12 1.542, H35 1.104, H36 1.104
12 C 4.64363 -2.52950 1.45269  C11 1.542, O13 1.418, H37 1.104, H38 1.105
13 O 4.92613 -2.74178 0.07971  C12 1.418, C14 1.427
14 C 3.89997 -3.43604 -0.62794  O13 1.427, C15 1.528, H39 1.107, H40 1.108
15 C 4.44829 -3.90036 -1.97634  C14 1.528, H41 1.101, H42 1.099, H43 1.102
16 C 2.70616 2.15993 -2.85804  C5 1.552, C17 1.516, H44 1.101, H45 1.103
17 C 3.68398 1.11221 -3.35247  C16 1.516, O18 1.193, F19 1.398
18 O 3.63046 0.38948 -4.30040  C17 1.193
19 F 4.74196 0.89731 -2.46503  C17 1.398
20 H -0.50357 -3.02127 0.32437  C1 1.104
21 H -1.65584 -2.66028 -0.98606  C1 1.105
22 H -1.43634 -1.50471 0.35439  C1 1.102
23 H 0.50830 -2.14596 -1.95034  C2 1.107
24 H 1.08694 -1.34245 -0.48432  C2 1.105
25 H -1.18433 -0.34469 -2.29564  C3 1.109
26 H -0.56487 0.52312 -0.86652  C3 1.105
27 H 0.24316 1.10848 -3.37468  C4 1.109
28 H 1.34424 -0.24722 -3.10674  C4 1.120
29 H 3.20247 1.69472 -0.36817  C6 1.110
30 H 2.82822 -0.01167 -0.75362  C6 1.127
31 H 2.18290 -0.98222 1.04977  C8 1.113
32 H 1.11246 -0.11899 2.19082  C8 1.101
33 H 3.81500 1.14316 1.58498  C9 1.102
34 H 2.90852 1.12529 3.11802  C9 1.104
35 H 4.86991 -0.48553 0.87082  C11 1.104
36 H 5.91197 -0.90737 2.25841  C11 1.104
37 H 5.25652 -3.22623 2.05031  C12 1.104
38 H 3.57891 -2.72022 1.67751  C12 1.105
39 H 3.03973 -2.75384 -0.77330  C14 1.107
40 H 3.54751 -4.30044 -0.03140  C14 1.108
41 H 3.91479 -4.80371 -2.31003  C15 1.101
42 H 4.34689 -3.12456 -2.74785  C15 1.099
43 H 5.51538 -4.15512 -1.86794  C15 1.102
44 H 2.18106 2.50369 -3.76251  C16 1.101
45 H 3.27839 2.98837 -2.40814  C16 1.103
46 C 10.09985 -1.65390 -3.38090  C47 1.344, C52 1.440, H56 1.081
47 C 8.80734 -1.67978 -3.75000  C46 1.344, C48 1.515, O55 1.324
48 C 8.09861 -2.96921 -4.10948  C47 1.515, O49 1.213, C50 1.452
49 O 6.93667 -2.88028 -4.44606  C48 1.213
50 C 8.84110 -4.21516 -4.04235  C48 1.452, C51 1.338, H57 1.081
51 C 10.12523 -4.18239 -3.66741  C50 1.338, C52 1.515, O54 1.330
52 C 10.83329 -2.89169 -3.31125  C46 1.440, C51 1.515, O53 1.221
53 O 12.00446 -2.99781 -2.98094  C52 1.221
54 O 10.90822 -5.25333 -3.57098  C51 1.330, H58 0.980
55 O 8.05392 -0.59490 -3.84550  C47 1.324, H59 0.971
56 H 10.60918 -0.73530 -3.12556  C46 1.081
57 H 8.32739 -5.13041 -4.29971  C50 1.081
58 H 11.77515 -4.90820 -3.27126  O54 0.980
59 H 7.14708 -0.86655 -4.06279  O55 0.971
60 C -2.58970 0.75540 2.01309  C61 1.341, C66 1.446, H70 1.083
61 C -3.76108 1.27907 2.40416  C60 1.341, C62 1.515, O69 1.327
62 C -4.60241 0.64752 3.49482  C61 1.515, O63 1.223, C64 1.445
63 O -5.61789 1.24553 3.82203  C62 1.223
64 C -4.17388 -0.59623 4.09176  C62 1.445, C65 1.342, H71 1.081
65 C -3.00687 -1.12576 3.69454  C64 1.342, C66 1.516, O68 1.325
66 C -2.14033 -0.46929 2.63772  C60 1.446, C65 1.516, O67 1.217
67 O -1.10123 -1.04103 2.36626  C66 1.217
68 O -2.48791 -2.24983 4.16617  C65 1.325, H72 0.982
69 O -4.29239 2.37899 1.88486  C61 1.327, H73 0.979
70 H -1.96756 1.19526 1.24350  C60 1.083
71 H -4.79150 -1.04771 4.85484  C64 1.081
72 H -1.63854 -2.36078 3.68588  O68 0.982
73 H -5.18796 2.47146 2.26819  O69 0.979
74 C -10.58526 1.19871 0.73599  C75 1.340, C80 1.446, H84 1.081
75 C -9.48534 1.96334 0.78345  C74 1.340, C76 1.516, O83 1.326
76 C -8.18497 1.47730 1.39228  C75 1.516, O77 1.219, C78 1.446
77 O -7.25410 2.26331 1.35785  C76 1.219
78 C -8.13068 0.14735 1.95787  C76 1.446, C79 1.340, H85 1.080
79 C -9.23016 -0.61670 1.90813  C78 1.340, C80 1.515, O82 1.327
80 C -10.52564 -0.13663 1.28693  C74 1.446, C79 1.515, O81 1.219
81 O -11.45473 -0.92627 1.29489  C80 1.219
82 O -9.30397 -1.85065 2.39204  C79 1.327, H86 0.979
83 O -9.41564 3.19917 0.30788  C75 1.326, H87 0.980
84 H -11.51462 1.53605 0.29958  C74 1.081
85 H -7.20391 -0.18277 2.40367  C78 1.080
86 H -10.21511 -2.15556 2.20598  O82 0.979
87 H -8.49529 3.49541 0.46501  O83 0.980
88 C 2.46777 5.10812 -8.87395  C89 1.344, C94 1.442, H98 1.081
89 C 2.32394 4.16051 -7.93207  C88 1.344, C90 1.517, O97 1.322
90 C 1.72419 4.45584 -6.57044  C89 1.517, O91 1.214, C92 1.450
91 O 1.62635 3.50465 -5.82302  C90 1.214
92 C 1.32337 5.81345 -6.25826  C90 1.450, C93 1.339, H99 1.081
93 C 1.47585 6.75315 -7.19930  C92 1.339, C94 1.514, O96 1.332
94 C 2.04837 6.45338 -8.56848  C88 1.442, C93 1.514, O95 1.223
95 O 2.12126 7.39976 -9.33940  C94 1.223
96 O 1.14328 8.03317 -7.04278  C93 1.332, H100 0.979
97 O 2.67968 2.89700 -8.08579  C89 1.322, H101 0.983
98 H 2.88978 4.90645 -9.84829  C88 1.081
99 H 0.91277 6.01584 -5.27905  C92 1.081
100 H 1.36494 8.46157 -7.89487  O96 0.979
101 H 2.47781 2.44514 -7.23638  O97 0.983
102 C -5.82950 0.20131 7.81692  C103 1.341, C108 1.445, H112 1.081
103 C -6.71253 0.74667 8.66565  C102 1.341, C104 1.516, O111 1.326
104 C -7.51115 -0.08038 9.65405  C103 1.516, O105 1.219, C106 1.446
105 O -8.27322 0.53492 10.38006  C104 1.219
106 C -7.32955 -1.51432 9.67609  C104 1.446, C107 1.341, H113 1.081
107 C -6.44869 -2.06107 8.82610  C106 1.341, C108 1.516, O110 1.326
108 C -5.63836 -1.23069 7.85015  C102 1.445, C107 1.516, O109 1.219
109 O -4.86526 -1.84778 7.13778  C108 1.219
110 O -6.19215 -3.35933 8.74945  C107 1.326, H114 0.980
111 O -6.97716 2.04465 8.73303  C103 1.326, H115 0.979
112 H -5.26326 0.78441 7.10377  C102 1.081
113 H -7.90909 -2.09847 10.37666  C106 1.081
114 H -5.51024 -3.45593 8.05216  O110 0.980
115 H -7.64916 2.14452 9.43759  O111 0.979


2.
Entry from the Open Molecules 2025 dataset: 7 unconnected molecules or ions with the total composition C44H46N7O19PS in a non-equilibrium geometry (the ωB97M-V functional and the def2-TZVPD basis).

Computed properties:
Lowest unoccupied orbital energy = -0.0347 Ha
SMILES string = C[C@@H](O)C[C@@]1(C[C@@H]2CO2)OS(=O)(=O)O[C@@H]1P(N)O.O=[N+]([O-])c1ccccc1.O=[N+]([O-])c1ccccc1.O=[N+]([O-])c1ccccc1.O=[N+]([O-])c1ccccc1.O=[N+]([O-])c1ccccc1.O=[N+]([O-])c1ccccc1
E_HOMO = -9.58 eV
Net charge = 0

Bonds (Å) are listed after each position.
Geometry (Å):
1 C 1.31632 7.00469 4.39781  C2 1.517, H19 1.085, H20 1.088, H21 1.087
2 C 0.82958 5.67523 4.94152  C1 1.517, O3 1.437, C4 1.527, H22 1.089
3 O 1.03094 5.61754 6.36310  C2 1.437, H23 0.965
4 C -0.66444 5.45676 4.71683  C2 1.527, C5 1.524, H24 1.088, H25 1.085
5 C -0.99707 4.54247 3.54378  C4 1.524, C6 1.515, O10 1.514, C15 1.535
6 C -2.28169 4.80853 2.78616  C5 1.515, C7 1.545, H26 1.088, H27 1.083
7 C -3.56424 4.59303 3.62071  C6 1.545, C8 1.486, O9 1.374, H28 1.083
8 C -4.45727 5.77444 3.73753  C7 1.486, O9 1.556, H29 1.081, H30 1.082
9 O -3.57285 5.17202 4.86684  C7 1.374, C8 1.556
10 O 0.04283 4.84258 2.48558  C5 1.514, S11 1.553
11 S 0.78751 3.60244 1.92175  O10 1.553, O12 1.420, O13 1.427, O14 1.586
12 O 0.50919 3.45131 0.53786  S11 1.420
13 O 2.16667 3.58408 2.28624  S11 1.427
14 O 0.03125 2.50292 2.77844  S11 1.586, C15 1.429
15 C -0.62067 3.09764 3.90185  C5 1.535, O14 1.429, P16 1.871, H31 1.097
16 P -1.89982 1.86175 4.48105  C15 1.871, N17 1.708, O18 1.635
17 N -0.73844 0.81645 5.17115  P16 1.708, H32 1.020, H33 1.015
18 O -2.61465 2.61131 5.74578  P16 1.635, H34 0.967
19 H 2.34388 7.17227 4.70375  C1 1.085
20 H 0.68562 7.79342 4.80353  C1 1.088
21 H 1.23145 7.03275 3.31435  C1 1.087
22 H 1.41914 4.85891 4.52643  C2 1.089
23 H 1.91261 5.23556 6.45443  O3 0.965
24 H -1.03917 4.95459 5.60669  C4 1.088
25 H -1.20952 6.39295 4.65097  C4 1.085
26 H -2.33737 4.15038 1.92134  C6 1.088
27 H -2.29499 5.84229 2.46242  C6 1.083
28 H -4.06971 3.64247 3.50546  C7 1.083
29 H -5.39504 5.71707 4.27277  C8 1.081
30 H -4.06912 6.78402 3.77930  C8 1.082
31 H 0.13086 3.14370 4.69981  C15 1.097
32 H -0.02670 1.33850 5.68151  N17 1.020
33 H -1.19209 0.22591 5.86031  N17 1.015
34 H -2.04401 3.17028 6.29117  O18 0.967
35 O 6.24504 -2.44022 3.11182  N36 1.215
36 N 5.29816 -2.67048 2.38547  O35 1.215, O37 1.216, C38 1.471
37 O 5.00309 -3.77473 1.97176  N36 1.216
38 C 4.45462 -1.53705 1.97626  N36 1.471, C39 1.382, C43 1.383
39 C 4.79984 -0.26683 2.39698  C38 1.382, C40 1.384, H44 1.078
40 C 4.01358 0.80063 1.99997  C39 1.384, C41 1.388, H45 1.081
41 C 2.90232 0.58673 1.19685  C40 1.388, C42 1.389, H46 1.081
42 C 2.56841 -0.69769 0.78683  C41 1.389, C43 1.387, H47 1.081
43 C 3.35039 -1.77370 1.17833  C38 1.383, C42 1.387, H48 1.079
44 H 5.66535 -0.11655 3.02186  C39 1.078
45 H 4.26007 1.80539 2.31498  C40 1.081
46 H 2.30191 1.43149 0.88909  C41 1.081
47 H 1.69891 -0.86139 0.16550  C42 1.081
48 H 3.09520 -2.77643 0.87133  C43 1.079
49 O 2.63150 -4.59754 -5.75566  N50 1.216
50 N 2.61278 -4.01474 -4.68876  O49 1.216, O51 1.214, C52 1.472
51 O 1.82683 -3.13534 -4.40044  N50 1.214
52 C 3.60302 -4.40951 -3.67428  N50 1.472, C53 1.381, C57 1.383
53 C 4.51987 -5.39513 -3.98324  C52 1.381, C54 1.385, H58 1.079
54 C 5.45442 -5.75464 -3.02583  C53 1.385, C55 1.388, H59 1.081
55 C 5.45885 -5.12940 -1.78640  C54 1.388, C56 1.389, H60 1.082
56 C 4.52313 -4.14501 -1.49575  C55 1.389, C57 1.384, H61 1.080
57 C 3.58438 -3.77749 -2.44470  C52 1.383, C56 1.384, H62 1.080
58 H 4.50366 -5.87861 -4.94764  C53 1.079
59 H 6.17899 -6.52502 -3.24923  C54 1.081
60 H 6.19140 -5.40942 -1.04112  C55 1.082
61 H 4.53107 -3.66586 -0.52833  C56 1.080
62 H 2.85167 -3.01275 -2.23423  C57 1.080
63 O 1.27082 -9.41730 -3.31660  N64 1.214
64 N 1.24796 -8.34515 -3.88661  O63 1.214, O65 1.215, C66 1.473
65 O 2.23419 -7.74015 -4.25629  N64 1.215
66 C -0.06585 -7.73043 -4.14461  N64 1.473, C67 1.381, C71 1.384
67 C -1.20123 -8.37617 -3.69502  C66 1.381, C68 1.386, H72 1.079
68 C -2.43215 -7.78303 -3.92454  C67 1.386, C69 1.389, H73 1.081
69 C -2.51020 -6.57110 -4.59795  C68 1.389, C70 1.389, H74 1.081
70 C -1.35690 -5.94182 -5.04970  C69 1.389, C71 1.386, H75 1.079
71 C -0.11998 -6.52391 -4.81962  C66 1.384, C70 1.386, H76 1.080
72 H -1.12584 -9.31881 -3.17475  C67 1.079
73 H -3.33291 -8.26931 -3.57570  C68 1.081
74 H -3.47276 -6.11225 -4.77390  C69 1.081
75 H -1.41207 -4.99796 -5.56945  C70 1.079
76 H 0.78489 -6.04603 -5.16499  C71 1.080
77 O -1.71896 -3.91348 -8.04127  N78 1.213
78 N -2.55675 -4.78967 -8.07832  O77 1.213, O79 1.216, C80 1.471
79 O -3.25993 -5.10507 -7.13779  N78 1.216
80 C -2.72068 -5.53293 -9.33765  N78 1.471, C81 1.382, C85 1.382
81 C -1.90281 -5.21850 -10.40594  C80 1.382, C82 1.385, H86 1.079
82 C -2.04827 -5.93316 -11.58355  C81 1.385, C83 1.389, H87 1.081
83 C -3.00090 -6.93919 -11.67521  C82 1.389, C84 1.389, H88 1.082
84 C -3.81591 -7.23291 -10.59001  C83 1.389, C85 1.385, H89 1.081
85 C -3.67837 -6.52658 -9.40652  C80 1.382, C84 1.385, H90 1.079
86 H -1.16637 -4.43423 -10.31872  C81 1.079
87 H -1.41478 -5.70557 -12.42934  C82 1.081
88 H -3.10757 -7.49763 -12.59550  C83 1.082
89 H -4.55818 -8.01534 -10.66365  C84 1.081
90 H -4.30222 -6.74530 -8.55342  C85 1.079
91 O 2.43841 2.84272 7.15906  N92 1.211
92 N 3.37445 3.09048 6.43133  O91 1.211, O93 1.220, C94 1.470
93 O 3.54763 4.15847 5.86686  N92 1.220
94 C 4.36610 2.03481 6.17927  N92 1.470, C95 1.382, C99 1.383
95 C 4.18058 0.79272 6.75722  C94 1.382, C96 1.385, H100 1.079
96 C 5.10539 -0.20403 6.49330  C95 1.385, C97 1.389, H101 1.081
97 C 6.19306 0.05381 5.66911  C96 1.389, C98 1.389, H102 1.082
98 C 6.36399 1.31302 5.10900  C97 1.389, C99 1.385, H103 1.081
99 C 5.44388 2.31699 5.35984  C94 1.383, C98 1.385, H104 1.080
100 H 3.33075 0.60557 7.39596  C95 1.079
101 H 4.97520 -1.18428 6.92958  C96 1.081
102 H 6.90957 -0.72920 5.46062  C97 1.082
103 H 7.21447 1.51187 4.47150  C98 1.081
104 H 5.56102 3.29870 4.92642  C99 1.080
105 O -5.20853 4.46205 0.58818  N106 1.214
106 N -5.21056 5.57360 0.09955  O105 1.214, O107 1.214, C108 1.473
107 O -4.21315 6.22247 -0.14093  N106 1.214
108 C -6.51571 6.18213 -0.21071  N106 1.473, C109 1.382, C113 1.382
109 C -7.66689 5.47951 0.09009  C108 1.382, C110 1.385, H114 1.079
110 C -8.89153 6.06437 -0.18755  C109 1.385, C111 1.389, H115 1.081
111 C -8.94643 7.32879 -0.75879  C110 1.389, C112 1.389, H116 1.082
112 C -7.77590 8.01280 -1.05892  C111 1.389, C113 1.385, H117 1.081
113 C -6.54545 7.43910 -0.78382  C108 1.382, C112 1.385, H118 1.079
114 H -7.60799 4.49711 0.53318  C109 1.079
115 H -9.80364 5.53244 0.04409  C110 1.081
116 H -9.90506 7.78306 -0.97035  C111 1.082
117 H -7.82028 8.99588 -1.50626  C112 1.081
118 H -5.62699 7.95899 -1.00980  C113 1.079